{"formula": "C6H10N2O", "method": "ωB97M-V with the def2-TZVPD basis set", "symbols": ["C", "C", "C", "C", "C", "C", "H", "H", "H", "H", "H", "H", "H", "H", "H", "H", "N", "N", "O"], "positions_angstrom": [[-2.91, -0.33, -0.02], [-1.50, 0.17, -0.02], [-0.40, -0.93, 0.05], [0.98, -0.37, 0.04], [1.39, 1.03, 0.01], [2.79, 1.07, 0.00], [-3.74, 1.15, 0.67], [-3.34, -0.92, -1.08], [-3.01, -1.12, 0.87], [-1.62, 0.56, 0.95], [-1.54, 0.91, -0.79], [-0.58, -1.80, 0.86], [-0.70, -1.34, -0.73], [0.97, 2.10, 0.25], [3.33, 1.78, 0.00], [3.90, -0.45, -0.08], [3.09, -0.22, -0.08], [1.99, -1.12, -0.01], [-3.91, 0.59, -0.10]], "mulliken_charge": [-0.67, -0.46, -0.39, 0.43, -0.26, -0.76, 0.30, 0.24, 0.24, 0.39, 0.33, 0.24, 0.39, 0.21, 0.72, 0.01, 0.24, -0.76, -0.43], "smiles": "OCCCc1cc[nH]n1"}


{"formula": "C6H10N2O", "method": "ωB97M-V with the def2-TZVPD basis set", "symbols": ["C", "C", "C", "C", "C", "C", "O", "N", "N", "H", "H", "H", "H", "H", "H", "H", "H", "H", "H"], "positions_angstrom": [[-1.19, -1.32, 0.91], [0.42, 1.99, -0.48], [0.95, -1.30, -0.53], [-0.48, -0.50, -0.17], [0.16, 0.85, 0.49], [1.77, -0.55, 0.09], [0.88, -2.29, -1.42], [-1.08, -0.36, -1.36], [0.00, 1.04, 1.75], [0.04, -2.14, -1.90], [-1.54, 0.54, -1.48], [0.09, 2.03, 2.00], [2.61, -0.34, 0.72], [-0.53, -1.48, 1.77], [-2.05, -0.76, 1.26], [-1.48, -2.28, 0.50], [1.14, 2.69, -0.04], [0.80, 1.63, -1.44], [-0.50, 2.55, -0.67]], "mulliken_charge": [-1.38, -1.64, 0.35, 1.35, 0.56, -0.72, -0.53, -0.93, -0.67, 0.38, 0.27, 0.26, 0.39, 0.35, 0.38, 0.35, 0.47, 0.39, 0.37]}


{"formula": "C6H10N2O2", "method": "ωB97M-V with the def2-TZVPD basis set", "symbols": ["C", "C", "C", "N", "C", "O", "C", "N", "C", "H", "H", "H", "H", "H", "H", "H", "H", "H", "O", "H"], "positions_angstrom": [[-1.56, 0.70, -0.80], [-0.66, -0.29, -0.12], [-0.89, -0.73, 1.27], [0.22, 0.21, 0.96], [1.55, -0.29, 0.78], [2.44, -0.13, 1.57], [1.60, -1.09, -0.51], [0.80, -2.31, -0.36], [0.21, -1.16, -1.01], [-0.99, 1.30, -1.53], [-2.35, 0.17, -1.34], [-2.01, 1.39, -0.07], [-1.70, -0.29, 1.85], [-0.59, -1.75, 1.55], [2.50, -1.09, -1.12], [1.10, -3.01, -1.04], [-0.01, -1.20, -2.08], [-0.44, 3.07, 1.24], [0.46, 3.27, 0.86], [0.34, 3.23, -0.09]], "mulliken_charge": [-1.63, 1.13, -0.71, -0.26, 0.20, -0.55, -0.08, -0.60, -0.32, 0.31, 0.37, 0.36, 0.26, 0.30, 0.47, 0.27, 0.49, 0.31, -0.63, 0.30], "smiles": "C[C@]12CN1C(=O)[C@H]1N[C@H]12.O"}


{"formula": "C6H10N2O2", "method": "ωB97M-V with the def2-TZVPD basis set", "symbols": ["C", "C", "C", "N", "O", "O", "H", "H", "H", "H", "H", "C", "C", "C", "N", "H", "H", "H", "H", "H"], "positions_angstrom": [[-2.26, 0.13, -1.34], [0.14, -0.68, -1.10], [-1.36, -1.01, -1.06], [0.88, -1.69, -0.60], [0.59, 0.37, -1.53], [-1.71, -2.14, -0.78], [0.40, -2.53, -0.33], [1.89, -1.64, -0.58], [-2.39, 0.66, -0.40], [-1.78, 0.81, -2.04], [-3.23, -0.21, -1.70], [0.01, 0.39, 1.69], [1.47, 0.43, 1.58], [2.14, 1.31, 0.84], [-0.84, 1.20, 1.22], [-0.43, 1.99, 0.71], [-0.39, -0.45, 2.24], [2.00, -0.31, 2.16], [1.64, 2.06, 0.25], [3.21, 1.30, 0.78]], "mulliken_charge": [-1.14, 0.23, 0.90, -0.27, -0.60, -0.58, 0.24, 0.26, 0.32, 0.31, 0.37, -0.17, 0.09, -0.81, -0.57, 0.23, 0.38, 0.36, 0.15, 0.28], "smiles": "CC(=O)C(N)=O.[H]/N=C\\C=C"}


{"formula": "C6H10N2O2", "method": "ωB97M-V with the def2-TZVPD basis set", "symbols": ["C", "C", "C", "C", "C", "C", "H", "H", "H", "H", "H", "H", "H", "H", "H", "H", "N", "N", "O", "O"], "positions_angstrom": [[-0.25, 0.58, 2.48], [-0.35, -0.63, 1.48], [-1.03, -0.04, -0.92], [-0.26, 0.34, -2.05], [1.12, -0.57, -1.83], [1.14, -0.90, -0.37], [0.52, 1.87, 0.80], [0.28, 2.45, 2.46], [-0.02, -1.45, 1.89], [-1.57, -1.04, 1.71], [-1.98, 0.70, -0.44], [-1.94, -1.04, -1.35], [-0.59, 0.13, -3.10], [0.24, 1.10, -1.95], [1.06, -1.57, -2.40], [1.92, -0.25, -2.34], [0.23, 1.64, 1.84], [-0.07, -0.43, 0.15], [-0.44, 0.49, 3.59], [1.99, -1.39, 0.34]], "mulliken_charge": [0.42, -0.97, -0.55, -0.60, -0.82, 0.51, 0.19, 0.22, 0.66, 0.25, 0.26, 0.21, 0.36, 0.34, 0.25, 0.57, -0.35, 0.21, -0.53, -0.63]}


{"formula": "C6H10N2O2", "method": "ωB97M-V with the def2-TZVPD basis set", "symbols": ["N", "C", "C", "N", "C", "C", "C", "C", "O", "H", "H", "H", "H", "H", "H", "H", "H", "O", "H", "H"], "positions_angstrom": [[-0.97, -1.80, 0.24], [-0.89, -0.35, 0.12], [-0.82, 0.30, 1.49], [0.17, 0.11, 2.35], [0.22, 0.11, -0.79], [0.69, 1.54, -1.16], [1.32, 0.53, -2.13], [1.68, -0.38, -0.94], [0.02, -0.15, -2.23], [-1.32, -2.20, -0.63], [-0.06, -2.20, 0.41], [-1.84, 0.01, -0.31], [-0.08, 2.19, -1.59], [1.36, 2.07, -0.47], [1.87, 0.70, -3.06], [2.43, -0.02, -0.23], [1.79, -1.45, -1.18], [-1.86, 0.39, 2.24], [1.06, -0.09, 1.90], [-0.87, 0.21, 3.25]], "mulliken_charge": [-0.67, 0.09, 0.33, -0.60, 0.14, -0.45, -0.38, -0.54, -0.55, 0.34, 0.27, 0.36, 0.26, 0.25, 0.48, 0.29, 0.32, -0.70, 0.21, 0.54]}


{"formula": "C6H10N2O2", "method": "ωB97M-V with the def2-TZVPD basis set", "symbols": ["C", "C", "C", "C", "C", "C", "N", "N", "O", "O", "H", "H", "H", "H", "H", "H", "H", "H", "H", "H"], "positions_angstrom": [[1.33, 0.68, -1.10], [0.04, 0.99, -1.10], [1.50, -0.15, 0.13], [-0.69, 0.55, 0.14], [1.38, -1.64, -0.21], [-1.62, 1.52, 0.85], [0.48, 0.31, 1.01], [-1.53, -0.67, -0.16], [-2.25, -1.06, 0.70], [-1.63, -1.17, -1.25], [2.07, 0.85, -1.86], [-0.45, 1.43, -1.96], [2.48, 0.02, 0.60], [1.72, -2.40, 0.60], [1.71, -2.10, -1.19], [0.28, -1.79, -0.19], [-0.83, 2.11, 1.28], [-2.06, 0.89, 1.66], [-2.33, 1.97, 0.20], [0.39, -0.35, 1.86]], "mulliken_charge": [-0.46, -1.11, 0.11, 1.01, -1.02, -1.40, -0.44, 0.95, -0.70, -0.59, 0.47, 0.37, 0.40, 0.29, 0.30, 0.36, 0.43, 0.37, 0.35, 0.31], "multiplicity": 3}


{"formula": "C6H10N2O2S2", "method": "ωB97M-V with the def2-TZVPD basis set", "symbols": ["C", "C", "C", "C", "C", "C", "N", "N", "O", "O", "S", "S", "H", "H", "H", "H", "H", "H", "H", "H", "H", "H"], "positions_angstrom": [[-1.52, -0.99, -1.00], [-0.71, -0.35, -0.03], [0.61, -0.34, -0.06], [3.16, 0.44, 0.66], [0.57, -0.79, -2.70], [-1.43, 0.59, 0.95], [-2.34, -1.52, -1.57], [-1.52, 0.04, 2.23], [-2.89, 0.65, 0.43], [-0.99, 1.83, 0.89], [1.44, 0.38, 1.36], [1.59, -1.23, -1.25], [3.83, 0.89, 1.40], [3.02, 1.08, -0.27], [3.47, -0.61, 0.50], [1.26, -0.76, -3.58], [0.33, 0.28, -2.37], [-0.01, -1.71, -2.96], [-1.36, -0.94, 2.37], [-1.30, 0.60, 3.01], [-3.37, 0.14, 1.04], [-1.84, 2.32, 0.97]], "mulliken_charge": [0.05, 0.12, 0.27, -0.96, -0.98, 0.31, -0.51, -0.41, -0.57, -0.47, 0.08, -0.02, 0.36, 0.28, 0.32, 0.37, 0.36, 0.32, 0.20, 0.18, 0.29, 0.41], "smiles": "CSC(SC)=C(C#N)C(N)(O)O"}


{"formula": "C6H10N2O3S", "method": "ωB97M-V with the def2-TZVPD basis set", "symbols": ["C", "C", "C", "C", "C", "C", "N", "N", "O", "O", "O", "S", "H", "H", "H", "H", "H", "H", "H", "H", "H", "H"], "positions_angstrom": [[0.60, -2.29, -0.22], [1.78, -1.70, -0.06], [-0.23, -0.02, -0.87], [-0.56, -1.41, -0.26], [1.82, -0.26, 0.14], [2.86, 1.65, 0.91], [0.82, 0.53, -0.11], [-3.94, 1.34, -0.40], [-1.42, 0.73, -0.84], [-2.49, 0.30, 1.46], [3.00, 0.28, 0.57], [-2.39, 1.28, 0.41], [0.42, -3.27, -0.32], [2.59, -2.37, 0.00], [-0.06, -0.13, -1.92], [-1.60, -1.78, -0.74], [-0.93, -1.10, 0.67], [3.54, 2.18, 0.31], [3.05, 1.68, 1.98], [1.83, 1.99, 0.68], [-4.67, 0.76, 0.02], [-4.01, 1.59, -1.39]], "mulliken_charge": [-0.48, -0.65, -0.19, -0.40, 0.74, -0.63, -0.48, -0.48, -0.32, -0.56, -0.37, 0.66, 0.57, 0.41, 0.28, 0.27, 0.28, 0.26, 0.25, 0.35, 0.24, 0.24]}


{"formula": "C6H10N2S", "method": "ωB97M-V with the def2-TZVPD basis set", "symbols": ["C", "C", "C", "C", "C", "C", "N", "N", "S", "H", "H", "H", "H", "H", "H", "H", "H", "H", "H"], "positions_angstrom": [[2.59, 2.12, 0.33], [0.36, -0.13, 0.77], [2.07, -1.59, 0.12], [-0.44, 0.06, -0.28], [-0.46, -0.76, -1.53], [-2.98, 0.58, 0.76], [1.21, -1.20, 0.95], [2.98, 1.53, -0.56], [-1.65, 1.38, -0.19], [2.23, 2.68, 1.15], [0.27, 0.48, 1.66], [2.35, -1.05, -0.79], [2.60, -2.51, 0.34], [-0.05, -1.75, -1.34], [0.13, -0.28, -2.31], [-1.48, -0.86, -1.89], [-3.27, -0.36, 0.29], [-3.81, 1.27, 0.76], [-2.65, 0.39, 1.78]], "mulliken_charge": [0.12, -0.47, -0.38, 0.44, -1.29, -0.80, -0.46, -0.38, -0.09, 0.29, 0.52, 0.30, 0.27, 0.43, 0.27, 0.38, 0.27, 0.32, 0.27], "smiles": "C=N/C=C(\\C)SC.C#N"}


Strongest force on any atom values (in hartree/bohr) by entry order: 0.287 0.041 0.029 0.013 0.199 0.100 0.163 0.097 0.086 0.019.
Energy relative to the best compared isomer or geometry (same formula, charge and spin) values (in kcal/mol) by entry order: 136.8 142.8 65.2 32.2 106.4 128.4 81.2 35.6 54.7 33.8.